Record 1
ORCA calculation (ωB97M-V/def2-TZVPD) on a 2-piece molecular cluster, C7H17NOS overall.

Computed properties:
**Maximum force**: 0.98 eV/Å
**HOMO level (alpha / beta)**: -7.9 / -7.1 eV
**Total charge**: 0
**Energy**: -21903.1218 eV
**Molecular weight**: 163.3 g mol⁻¹
**Relative energy (zero: lowest compared OMol25 entry of this formula, charge and spin)**: 117.25 kcal/mol

CARTESIAN COORDINATES (ANGSTROEM)
1 C -3.90706 0.39803 -0.32851
2 C -0.09513 1.54553 -1.52650
3 C -0.02598 1.67675 1.02072
4 C 2.85011 -1.57220 -0.78503
5 C -2.50285 -1.26307 1.35502
6 C 0.80034 -0.43689 -0.19296
7 C 0.06004 0.85682 -0.21671
8 N 2.18536 -0.29236 -0.65090
9 O -2.15534 -1.26696 -1.30047
10 S -2.35933 -0.29918 -0.22060
11 H -4.21147 0.63980 -1.33376
12 H -4.03836 1.20449 0.37877
13 H -0.97331 2.19054 -1.52505
14 H -0.19576 0.82098 -2.33257
15 H 0.77251 2.17909 -1.73603
16 H 0.93734 2.16224 1.20981
17 H -0.25783 1.06472 1.88869
18 H -0.77808 2.45550 0.91824
19 H 2.33854 -2.26165 -1.47447
20 H 3.86516 -1.40435 -1.14209
21 H 2.90047 -2.04585 0.19664
22 H -3.03467 -0.65769 2.07837
23 H -3.05734 -2.16533 1.12201
24 H -1.50639 -1.50923 1.70697
25 H 0.84617 -0.83031 0.82758
26 H 0.25403 -1.16488 -0.82254
27 H 2.18721 0.17745 -1.55158

Record 2
ORCA calculation (ωB97M-V/def2-TZVPD) on a single C7H17O2P molecule.

Computed properties:
**Maximum force**: 4.81 eV/Å
**SMILES string**: C[C@@H](O[P@H](C)=O)C(C)(C)C
**HOMO level**: -10.0 eV
**Total charge**: 0
**Energy**: -20918.1814 eV
**Molecular weight**: 164.2 g mol⁻¹
**Relative energy (zero: lowest compared OMol25 entry of this formula, charge and spin)**: 0.00 kcal/mol

CARTESIAN COORDINATES (ANGSTROEM)
1 C 0.05244 -1.56943 0.58175
2 C 1.25554 1.67859 -1.20703
3 C 1.04032 1.27897 1.27658
4 C 2.61493 -0.02456 -0.04515
5 C -3.28408 -1.30629 -0.67184
6 C 0.17367 -0.38330 -0.34970
7 C 1.28115 0.63081 -0.08364
8 O -1.03350 0.32963 -0.56403
9 O -3.35459 1.30269 0.00817
10 P -2.45896 0.12867 0.13731
11 H -0.64068 -2.35165 0.21251
12 H 1.09663 -2.10115 0.76159
13 H -0.22852 -1.34575 1.61845
14 H 2.30639 1.96297 -1.32886
15 H 0.52049 2.64393 -1.17662
16 H 0.96480 1.20816 -2.16776
17 H -0.03992 1.55363 1.52493
18 H 1.59194 2.12539 1.57187
19 H 1.00874 0.44250 2.07991
20 H 2.91555 -0.55231 -0.99758
21 H 3.34844 0.86682 0.26514
22 H 2.57330 -0.86460 0.83023
23 H -2.49061 -1.58194 -1.46328
24 H -3.26649 -2.05288 0.12312
25 H -4.29434 -0.99109 -0.96975
26 H 0.34077 -0.84839 -1.36089
27 H -1.99342 -0.17942 1.39458

Record 3
ORCA calculation (ωB97M-V/def2-TZVPD) on a 2-piece molecular cluster, C7H18 overall.

Computed properties:
**Maximum force**: 6.67 eV/Å
**SMILES string**: CC(C)C.CCC
**HOMO level**: -10.3 eV
**Total charge**: 0
**Energy**: -7548.1013 eV
**Molecular weight**: 102.2 g mol⁻¹
**Relative energy (zero: lowest compared OMol25 entry of this formula, charge and spin)**: 69.53 kcal/mol

CARTESIAN COORDINATES (ANGSTROEM)
1 C 0.45256 3.17674 0.69418
2 C 1.52776 2.07717 0.92420
3 C -0.96107 2.65258 0.25891
4 H 0.49321 3.91048 1.54829
5 H 1.09905 3.77295 -0.11814
6 H 2.26778 2.06127 0.22460
7 H 1.29141 1.03320 0.63592
8 H -0.97999 2.08198 -0.61789
9 H -1.36714 2.05374 1.09502
10 H 1.88248 2.00200 1.98496
11 H -1.75934 3.49234 0.15242
12 C -0.06039 -1.75477 -0.22300
13 C -1.48859 -2.46756 0.44315
14 C 0.92690 -2.83429 -0.61765
15 C -0.36765 -0.81162 -1.48410
16 H 0.20713 -1.12562 0.72668
17 H -1.45406 -2.42945 1.47060
18 H 0.51837 -3.60936 -1.36270
19 H 1.96092 -2.65075 -0.92028
20 H 0.98513 -3.39663 0.36938
21 H 0.41242 -0.77700 -2.06410
22 H -1.12955 -1.32141 -2.04747
23 H -0.67920 0.15752 -1.08368
24 H -1.36480 -3.43565 -0.04490
25 H -2.56090 -2.04917 0.07703

Record 4
ORCA calculation (ωB97M-V/def2-TZVPD) on a 2-piece molecular cluster, C7H18BN overall.

Computed properties:
**Maximum force**: 4.57 eV/Å
**HOMO level (alpha / beta)**: -7.3 / -6.9 eV
**Total charge**: 0
**Energy**: -9713.2655 eV
**Molecular weight**: 127.0 g mol⁻¹
**Relative energy (zero: lowest compared OMol25 entry of this formula, charge and spin)**: 78.64 kcal/mol

CARTESIAN COORDINATES (ANGSTROEM)
1 B -0.09628 -1.18039 -0.13966
2 C 2.48359 -1.22732 -0.39478
3 C 1.59250 -0.62915 1.88778
4 C -1.43655 2.03075 -1.67871
5 C -0.09043 2.38572 0.53216
6 C -2.49792 -1.90610 -0.58082
7 C 1.38208 -1.45831 0.63703
8 C -0.23326 1.69455 -0.80847
9 N -1.21969 -1.84605 0.24350
10 H 2.46789 -1.85623 -1.18327
11 H 3.52454 -1.36250 0.04102
12 H 2.54517 -0.20040 -0.95234
13 H 1.23997 0.44134 1.80562
14 H 1.00233 -1.26519 2.58469
15 H 2.57656 -0.52709 2.18559
16 H -2.40762 1.80725 -1.17171
17 H -1.44590 1.59334 -2.72010
18 H -1.45865 3.09867 -1.80532
19 H 0.85906 2.09535 0.96382
20 H -0.17978 3.42649 0.37423
21 H -0.97349 2.03655 1.08553
22 H -3.18186 -2.14759 0.19428
23 H -2.44677 -0.97400 -0.98423
24 H -2.40925 -2.68950 -1.28513
25 H 1.50376 -2.55190 0.96721
26 H 0.68510 1.52103 -1.34437
27 H -1.08035 -2.61927 0.87081

Repeat the first record exactly.
ORCA calculation (ωB97M-V/def2-TZVPD) on a 2-piece molecular cluster, C7H17NOS overall.

Computed properties:
**Maximum force**: 0.98 eV/Å
**HOMO level (alpha / beta)**: -7.9 / -7.1 eV
**Total charge**: 0
**Energy**: -21903.1218 eV
**Molecular weight**: 163.3 g mol⁻¹
**Relative energy (zero: lowest compared OMol25 entry of this formula, charge and spin)**: 117.25 kcal/mol

CARTESIAN COORDINATES (ANGSTROEM)
1 C -3.90706 0.39803 -0.32851
2 C -0.09513 1.54553 -1.52650
3 C -0.02598 1.67675 1.02072
4 C 2.85011 -1.57220 -0.78503
5 C -2.50285 -1.26307 1.35502
6 C 0.80034 -0.43689 -0.19296
7 C 0.06004 0.85682 -0.21671
8 N 2.18536 -0.29236 -0.65090
9 O -2.15534 -1.26696 -1.30047
10 S -2.35933 -0.29918 -0.22060
11 H -4.21147 0.63980 -1.33376
12 H -4.03836 1.20449 0.37877
13 H -0.97331 2.19054 -1.52505
14 H -0.19576 0.82098 -2.33257
15 H 0.77251 2.17909 -1.73603
16 H 0.93734 2.16224 1.20981
17 H -0.25783 1.06472 1.88869
18 H -0.77808 2.45550 0.91824
19 H 2.33854 -2.26165 -1.47447
20 H 3.86516 -1.40435 -1.14209
21 H 2.90047 -2.04585 0.19664
22 H -3.03467 -0.65769 2.07837
23 H -3.05734 -2.16533 1.12201
24 H -1.50639 -1.50923 1.70697
25 H 0.84617 -0.83031 0.82758
26 H 0.25403 -1.16488 -0.82254
27 H 2.18721 0.17745 -1.55158

- Which formula does entry 3 have?
  C7H18